# 1
13
Properties=species:S:1:pos:R:3:lowdin_charge:R:1 method="wB97M-V/def2-TZVPD" energy_ha=-307.211816 orbital_gap_ev="6.0 / 7.5" homo_ev="-6.4 / -7.3"
C -0.314 0.039 1.089 -0.0474
C -0.584 -0.783 -0.053 -0.3136
C 0.092 -0.267 -1.291 -0.0706
C 0.979 0.837 -0.668 -0.1797
C 0.585 1.019 0.735 0.0083
C -1.252 -1.216 1.711 -0.0704
O -1.402 -1.682 0.426 0.0368
H 0.636 -1.197 -1.716 0.1461
H -0.547 0.120 -2.078 0.1088
H 1.945 0.538 -0.630 0.0863
H 1.021 1.806 -1.090 0.1088
H 1.064 1.822 1.180 0.0877
H -2.223 -1.036 2.384 0.0988

---

# 2
37
Properties=species:S:1:pos:R:3:lowdin_charge:R:1 method="wB97M-V/def2-TZVPD" energy_ha=-2526.348426 orbital_gap_ev=6.8 homo_ev=-11.1 total_charge=+1
Al -1.234 -0.506 -0.314 0.0109
N -4.740 -1.104 1.865 0.1172
C -3.759 -0.580 1.134 -0.7779
S -3.356 -1.374 -0.381 0.8442
N -3.186 0.530 1.576 0.0428
N -2.216 0.891 0.712 -0.1086
C -1.959 2.105 0.418 -0.0062
C -1.063 2.266 -0.732 -0.1991
C -0.637 3.485 -1.217 0.0231
C 0.129 3.511 -2.377 -0.0060
C 0.444 2.324 -3.015 -0.0079
C -0.011 1.136 -2.468 -0.0344
N -0.749 1.107 -1.358 0.0902
H -5.235 -1.919 1.553 0.1039
H -5.018 -0.644 2.717 0.1207
H -2.462 2.946 0.884 0.1519
H -0.907 4.396 -0.702 0.1303
H 0.472 4.456 -2.778 0.1269
H 1.029 2.307 -3.922 0.1237
H 0.212 0.178 -2.922 0.1395
Cl 1.132 -4.159 -2.376 0.7640
C 1.645 -3.139 -1.095 -0.5735
C 2.941 -3.306 -0.553 -0.0930
C 3.397 -2.513 0.458 -0.5984
Cl 4.985 -2.744 1.096 0.7389
C 2.574 -1.487 0.993 -0.1545
C 2.927 -0.590 2.016 0.0240
C 2.027 0.365 2.425 -0.0113
C 0.769 0.429 1.823 -0.0549
N 0.404 -0.397 0.856 0.1083
C 1.290 -1.348 0.439 -0.1075
C 0.802 -2.169 -0.612 -0.3216
O -0.437 -1.929 -1.024 -0.0710
H 3.573 -4.083 -0.958 0.1164
H 3.903 -0.663 2.476 0.1084
H 2.271 1.062 3.213 0.1192
H 0.041 1.159 2.150 0.1213

---

# 3
20
Properties=species:S:1:pos:R:3:lowdin_charge:R:1 method="wB97M-V/def2-TZVPD" energy_ha=-494.545380 orbital_gap_ev=9.7 homo_ev=-9.2
O 0.042 -1.758 -0.250 0.0203
C 0.119 -0.369 -0.135 -0.3660
C 1.590 0.029 -0.168 -0.4166
N 2.498 -0.604 0.490 0.1454
C -0.850 0.546 -0.948 -0.2245
C -2.190 -0.181 -0.777 -0.1207
C -2.116 -0.418 0.761 -0.1170
C -0.751 0.235 1.012 -0.2085
N -0.903 1.488 0.212 0.0569
H 0.281 -2.031 -1.142 0.1213
H -0.584 0.952 -1.931 0.1515
H -3.021 0.471 -1.071 0.1127
H -2.245 -1.112 -1.353 0.1088
H -2.899 0.114 1.315 0.1144
H -2.139 -1.478 1.037 0.1113
H -0.376 0.314 2.038 0.1545
H -0.036 2.018 0.250 0.0885
O 1.885 1.320 -0.279 0.0071
H 2.226 -1.577 0.611 0.0543
H 2.614 1.350 0.522 0.2064

---

# 4
14
Properties=species:S:1:pos:R:3:lowdin_charge:R:1 method="wB97M-V/def2-TZVPD" energy_ha=-286.661921 orbital_gap_ev=9.5 homo_ev=-8.7
C -0.869 -0.397 0.216 -0.3797
C -1.261 0.847 -0.542 -0.1170
O -1.681 -1.504 -0.047 -0.0934
H -2.528 -1.201 -0.413 0.0826
H -0.899 -0.229 1.296 0.1024
H 0.400 -0.578 -0.208 0.1355
H -2.282 1.155 -0.291 0.0704
H -0.570 1.665 -0.327 0.0702
H -1.239 0.651 -1.618 0.0769
N 2.023 -0.654 0.352 -0.0230
O 2.279 0.961 0.367 -0.1397
H 3.135 1.072 0.819 0.0583
H 2.145 -0.778 -0.651 0.0798
H 1.349 -1.009 1.047 0.0765